1.
{"formula": "C57H54N5O2TeTi", "method": "ωB97M-V/def2-TZVPD", "e_above_lowest_kj_mol": 140.7, "total_energy_ev": -101941.6729, "mol_weight_da": 1016.6, "e_homo_ev": [-6.66, -6.72], "orbital_gap_ev": [6.98, 6.02], "multiplicity": 2, "lumo_energy_ev": [0.317, -0.704], "elements": ["Ti", "C", "C", "C", "C", "C", "C", "C", "N", "C", "N", "C", "C", "C", "C", "C", "C", "C", "N", "C", "C", "C", "C", "C", "C", "C", "H", "H", "H", "H", "H", "H", "H", "H", "H", "H", "H", "H", "H", "H", "H", "H", "H", "H", "H", "H", "H", "H", "C", "C", "C", "C", "C", "O", "C", "C", "C", "C", "C", "C", "C", "O", "C", "C", "C", "N", "C", "C", "Te", "C", "C", "C", "C", "C", "C", "C", "C", "C", "C", "C", "C", "H", "H", "H", "H", "H", "H", "H", "H", "H", "H", "H", "H", "H", "H", "H", "H", "H", "H", "H", "H", "H", "H", "H", "H", "C", "C", "C", "C", "C", "C", "N", "H", "H", "H", "H", "H", "H", "H", "H"], "positions_angstrom": [[-0.24, -0.03, -0.16], [-5.21, -0.41, -1.43], [-5.47, -1.59, -2.32], [-6.69, -2.26, -2.28], [-6.94, -3.36, -3.10], [-5.97, -3.81, -3.97], [-4.74, -3.16, -4.02], [-4.50, -2.07, -3.20], [-3.22, -1.43, -3.26], [-2.37, -1.40, -2.19], [-2.56, -2.43, -1.33], [-2.52, -2.34, 0.09], [-1.83, -1.31, 0.71], [-2.02, -1.23, 2.10], [-2.76, -2.15, 2.81], [-3.37, -3.21, 2.14], [-3.27, -3.31, 0.76], [-3.97, -4.43, 0.03], [-1.43, -0.49, -2.05], [-1.31, 0.38, -3.20], [-1.64, 1.72, -3.06], [-1.51, 2.60, -4.11], [-1.05, 2.14, -5.34], [-0.75, 0.80, -5.49], [-0.87, -0.11, -4.44], [-0.57, -1.57, -4.71], [-6.15, 0.01, -1.07], [-4.66, 0.37, -1.95], [-4.62, -0.69, -0.55], [-7.46, -1.91, -1.60], [-7.90, -3.86, -3.05], [-6.15, -4.66, -4.62], [-3.96, -3.50, -4.69], [-3.06, -0.74, -3.98], [-3.23, -3.10, -1.67], [-1.58, -0.41, 2.65], [-2.88, -2.05, 3.88], [-3.95, -3.94, 2.69], [-4.45, -5.10, 0.74], [-3.28, -5.02, -0.58], [-4.76, -4.05, -0.64], [-1.99, 2.07, -2.10], [-1.75, 3.64, -3.98], [-0.93, 2.82, -6.17], [-0.40, 0.43, -6.45], [0.36, -1.66, -5.27], [-1.37, -2.02, -5.30], [-0.47, -2.15, -3.80], [2.65, 1.69, 5.84], [1.78, 1.55, 4.61], [0.52, 2.13, 4.55], [-0.30, 2.00, 3.43], [-1.66, 2.61, 3.42], [-2.65, 1.97, 3.12], [-1.77, 4.06, 3.78], [-3.00, 4.55, 4.23], [-3.14, 5.89, 4.55], [-2.06, 6.76, 4.39], [-0.85, 6.28, 3.92], [-0.70, 4.93, 3.62], [0.16, 1.26, 2.34], [-0.56, 1.16, 1.21], [1.44, 0.69, 2.37], [2.23, 0.85, 3.50], [1.91, 0.03, 1.13], [1.23, -1.08, 0.62], [0.99, -2.18, 1.56], [2.28, -2.85, 2.02], [3.07, -4.23, 0.57], [5.08, -3.62, 0.64], [5.82, -3.63, -0.54], [7.15, -3.24, -0.54], [7.75, -2.82, 0.63], [7.02, -2.80, 1.81], [5.70, -3.21, 1.82], [3.12, 0.53, 0.50], [3.99, -0.35, -0.16], [5.17, 0.11, -0.70], [5.50, 1.46, -0.62], [4.64, 2.34, 0.04], [3.47, 1.88, 0.60], [2.18, 2.34, 6.58], [3.62, 2.10, 5.58], [2.82, 0.72, 6.30], [0.16, 2.71, 5.39], [-3.82, 3.86, 4.33], [-4.08, 6.26, 4.91], [-2.17, 7.81, 4.63], [-0.01, 6.96, 3.79], [0.25, 4.56, 3.26], [3.23, 0.42, 3.50], [0.33, -2.90, 1.08], [0.45, -1.82, 2.45], [2.10, -3.41, 2.93], [3.06, -2.11, 2.22], [5.35, -3.93, -1.47], [7.72, -3.26, -1.47], [8.79, -2.50, 0.63], [7.48, -2.47, 2.73], [5.15, -3.22, 2.75], [3.72, -1.39, -0.22], [5.84, -0.58, -1.19], [6.42, 1.83, -1.06], [4.89, 3.39, 0.09], [2.80, 2.57, 1.10], [1.87, -0.56, -2.73], [1.63, 0.87, -2.39], [2.22, 1.97, -2.96], [1.70, 3.11, -2.28], [0.81, 2.65, -1.34], [0.03, 3.50, -0.39], [0.75, 1.26, -1.40], [2.09, -0.67, -3.80], [1.01, -1.19, -2.51], [2.71, -0.99, -2.18], [2.94, 1.96, -3.76], [1.93, 4.15, -2.46], [0.11, 4.54, -0.70], [0.39, 3.43, 0.64], [-1.03, 3.24, -0.36]]}



2.
{"formula": "C57H56AsN6O7P2S2SeW", "method": "ωB97M-V/def2-TZVPD", "total_charge": 1, "total_energy_ev": -251544.3386, "mol_weight_da": 1400.9, "e_homo_ev": [-10.06, -10.55], "orbital_gap_ev": [6.72, 6.42], "multiplicity": 3, "lumo_energy_ev": [-3.344, -4.129], "elements": ["W", "C", "C", "C", "C", "C", "C", "C", "C", "P", "C", "C", "C", "C", "C", "C", "C", "C", "C", "C", "C", "C", "C", "O", "C", "C", "C", "C", "C", "C", "P", "C", "C", "C", "C", "C", "C", "C", "C", "C", "C", "C", "C", "H", "H", "H", "H", "H", "H", "H", "H", "H", "H", "H", "H", "H", "H", "H", "H", "H", "H", "H", "H", "H", "H", "H", "H", "H", "H", "H", "H", "H", "H", "H", "H", "O", "As", "O", "O", "C", "C", "C", "C", "C", "C", "S", "O", "O", "O", "H", "H", "H", "H", "H", "Se", "C", "N", "C", "N", "C", "C", "N", "N", "C", "C", "H", "H", "H", "H", "H", "H", "H", "H", "H", "H", "H", "H", "H", "N", "C", "S", "C", "C", "C", "N", "C", "C", "H", "H", "H", "H", "H", "H"], "positions_angstrom": [[-0.75, -0.02, 0.67], [5.91, -1.07, -4.18], [4.45, -1.03, -3.74], [3.56, -1.55, -4.89], [4.20, -1.87, -2.51], [5.01, -2.94, -2.14], [4.73, -3.70, -1.02], [3.64, -3.38, -0.24], [2.79, -2.32, -0.57], [1.49, -1.96, 0.68], [2.63, -1.27, 1.95], [3.19, -0.06, 1.51], [4.10, 0.63, 2.27], [4.48, 0.13, 3.52], [3.94, -1.06, 3.97], [3.02, -1.76, 3.19], [0.96, -3.67, 1.01], [0.28, -4.26, -0.06], [-0.22, -5.55, 0.04], [-0.01, -6.29, 1.19], [0.71, -5.74, 2.24], [1.20, -4.44, 2.15], [3.08, -1.60, -1.72], [2.24, -0.56, -2.07], [2.82, 0.53, -2.67], [2.17, 1.76, -2.57], [2.82, 2.89, -3.06], [4.05, 2.78, -3.69], [4.61, 1.53, -3.89], [4.00, 0.38, -3.40], [0.42, 1.90, -2.10], [0.31, 3.59, -1.47], [0.59, 3.84, -0.12], [0.56, 5.14, 0.37], [0.29, 6.20, -0.49], [0.06, 5.96, -1.83], [0.06, 4.66, -2.32], [-0.42, 1.80, -3.69], [-1.63, 2.46, -3.91], [-2.29, 2.32, -5.12], [-1.77, 1.48, -6.10], [-0.60, 0.78, -5.86], [0.07, 0.93, -4.66], [6.20, -2.09, -4.45], [6.58, -0.71, -3.40], [6.05, -0.47, -5.08], [3.86, -2.57, -5.15], [3.67, -0.92, -5.77], [2.51, -1.57, -4.60], [5.88, -3.18, -2.74], [5.37, -4.52, -0.74], [3.43, -3.96, 0.65], [2.89, 0.35, 0.55], [4.52, 1.56, 1.91], [5.20, 0.67, 4.12], [4.24, -1.46, 4.93], [2.63, -2.68, 3.59], [0.13, -3.71, -0.98], [-0.78, -5.97, -0.79], [-0.41, -7.29, 1.28], [0.90, -6.31, 3.14], [1.75, -4.05, 2.99], [2.36, 3.86, -2.97], [4.55, 3.67, -4.05], [5.54, 1.45, -4.44], [0.85, 3.04, 0.55], [0.73, 5.29, 1.42], [0.26, 7.21, -0.10], [-0.13, 6.78, -2.51], [-0.12, 4.50, -3.38], [-2.06, 3.09, -3.13], [-3.21, 2.86, -5.30], [-2.29, 1.37, -7.04], [-0.20, 0.11, -6.62], [0.99, 0.37, -4.49], [0.63, 1.06, 2.77], [-0.96, 1.90, 2.51], [-0.57, 3.43, 2.95], [0.53, 0.91, -0.13], [-1.96, 1.04, 3.97], [-1.51, 1.09, 5.27], [-2.15, 0.35, 6.26], [-3.23, -0.47, 5.95], [-3.71, -0.53, 4.64], [-3.08, 0.24, 3.69], [-3.75, 0.39, 2.07], [-4.94, -0.38, 1.90], [-3.78, 1.81, 1.83], [-2.66, -0.22, 1.12], [1.23, 1.67, 3.22], [-0.67, 1.73, 5.53], [-1.82, 0.41, 7.29], [-3.72, -1.05, 6.73], [-4.58, -1.13, 4.38], [-1.16, -1.19, -1.58], [-2.28, -2.58, -1.19], [-3.01, -3.44, -0.94], [-4.40, -0.01, -1.56], [-4.09, 1.39, -1.76], [-4.77, 1.99, -2.89], [-3.22, 2.13, -1.01], [-2.03, 1.75, -0.56], [-3.66, 3.40, -0.76], [-5.09, 3.68, -0.62], [-2.80, 4.38, -0.13], [-5.46, -0.12, -1.36], [-3.85, -0.40, -0.73], [-4.16, -0.58, -2.46], [-4.53, 1.42, -3.79], [-4.46, 3.02, -3.04], [-5.86, 1.97, -2.77], [-1.68, 2.51, 0.00], [-5.66, 2.76, -0.64], [-5.46, 4.36, -1.39], [-5.25, 4.14, 0.36], [-1.88, 4.51, -0.70], [-2.56, 4.12, 0.90], [-3.32, 5.34, -0.13], [-1.45, -4.08, 6.67], [-1.93, -4.42, 5.45], [-2.78, -5.75, 5.13], [-1.56, -3.41, 4.35], [-0.61, -2.42, 4.56], [-0.30, -1.53, 3.53], [-0.90, -1.62, 2.34], [-1.80, -2.60, 2.12], [-2.15, -3.51, 3.10], [-1.74, -4.68, 7.44], [-1.23, -3.13, 6.90], [-0.08, -2.29, 5.49], [0.41, -0.74, 3.66], [-2.28, -2.65, 1.16], [-2.88, -4.27, 2.89]]}



What is the formula in the second record? C57H56AsN6O7P2S2SeW